# 1
Density functional theory data (the ωB97M-V functional and the def2-TZVPD basis) for a molecular structure, C28H52AuBN8 at a distorted geometry.

Values from the calculation:
* LUMO (spin up / spin down): -4.6 / -9.7 eV
* HOMO-LUMO gap (spin up / spin down): 9.01 / 4.31 eV
* relative energy (zero: lowest compared OMol25 entry of this formula, charge and spin): 1.028 eV
* ⟨S²⟩: 2.0109
* HOMO (spin up / spin down): -13.57 / -14.01 eV
* spin multiplicity: 3
* maximum force: 3.65 eV/A
* total charge: +2

Structure (XYZ):
```
90
Properties=species:S:1:pos:R:3:forces:R:3:lowdin_charge:R:1
H 1.69454 1.65600 -2.08552 -0.1 0.0 -0.1 0.0769
H 2.88865 -0.29556 0.33577 0.0 -0.2 0.0 0.0475
C -1.60463 3.00468 3.73090 0.0 0.1 0.1 0.0286
C -2.48024 -0.01130 -3.29742 0.2 0.1 -0.3 -0.5355
H 2.65168 -2.18290 -1.88183 0.0 0.0 0.1 0.1037
C -2.86807 -1.08963 3.89943 -0.2 0.2 0.0 0.0023
H 4.70054 3.36235 2.24454 0.0 0.0 0.0 0.1058
N 1.19094 0.81629 -2.35715 -0.3 0.2 0.3 -0.0275
H 0.34089 1.12355 -2.82681 0.1 0.0 0.1 0.0506
N -1.75346 0.33622 -0.87639 0.7 -0.3 -0.3 0.0156
C -0.95661 -5.13451 0.88123 0.0 0.2 0.0 -0.0311
H 3.93840 -2.35543 -0.68989 -0.2 0.1 -0.1 0.1325
C -0.63669 -2.76239 1.50042 -0.7 0.2 0.7 -0.2196
H 2.14279 4.41581 -0.25451 0.0 0.0 -0.1 0.0962
H -4.56564 0.24028 -3.91315 -0.1 0.1 0.0 0.0825
C -1.91968 -1.52848 2.85285 0.3 -1.1 0.0 -0.2436
C -1.43130 -1.11082 -3.47404 -0.2 0.1 0.1 -0.0417
C 1.15087 -4.34971 1.94255 -0.2 0.0 -0.3 -0.0226
H -4.18083 -1.37066 -3.30402 -0.1 -0.1 0.1 0.0985
H 4.33942 2.57480 -0.15093 0.0 0.0 0.0 0.1115
C 2.80024 3.02125 1.28851 0.5 0.0 -0.2 -0.5332
B -1.72285 0.72009 1.66005 -0.5 -1.4 -0.9 -0.5260
H 0.59711 -4.68761 -1.02199 0.0 -0.1 -0.1 0.0979
C 3.51262 0.16126 -3.07721 -0.2 -0.1 0.1 -0.1625
H 2.78220 1.80772 -0.49850 0.0 -0.1 -0.1 0.0447
H 3.82501 1.19563 0.80927 0.1 -0.1 0.0 0.0806
H -1.29577 3.86350 4.32341 0.0 0.0 0.0 0.1025
H -1.84680 -2.05930 -3.13734 0.1 -0.1 0.1 0.0953
H 0.71865 -4.60861 2.90638 0.0 0.0 0.1 0.0923
H 3.98380 -0.19880 -3.99221 0.0 0.1 0.0 0.1230
H 2.16416 5.10633 1.36368 0.0 0.2 0.1 0.0897
H 4.51239 0.10338 -1.14571 0.1 0.0 0.0 0.0895
C 3.68900 3.09721 2.54572 -0.2 -0.2 -0.1 -0.0168
H -1.74523 -3.68248 3.20187 -0.1 -0.2 0.1 0.1208
H -2.46733 -0.26908 4.48728 0.0 0.1 0.1 0.0797
C 1.42208 2.58979 1.68188 0.0 -1.5 -1.3 -0.1736
H -2.50778 3.26746 3.18343 -0.1 0.0 0.0 0.0976
C -1.48006 -2.81910 2.62949 0.1 0.6 -0.3 0.0537
C -2.66034 0.36728 -1.85902 -0.6 0.2 0.5 -0.2185
H 5.00255 -1.14348 -2.25322 0.0 0.1 0.0 0.1231
H -3.08611 -1.92278 4.56235 0.0 0.0 0.0 0.0977
C -4.57160 1.70782 0.97169 0.0 0.0 0.3 0.0018
H -1.92465 1.08207 -5.09259 0.1 0.0 -0.2 0.0956
N 2.39273 -1.05097 -0.12913 -0.4 0.2 0.4 -0.0298
H -5.47009 2.01404 0.44298 0.0 0.0 0.0 0.0977
H 3.34158 3.84771 3.24641 0.0 0.2 0.1 0.0862
H -4.16026 2.56632 1.49441 0.0 0.1 0.1 0.0789
C 0.04286 -3.96822 0.93599 0.4 -0.3 0.1 -0.5315
H -0.53680 -0.91499 -2.89048 0.1 -0.1 0.0 0.0079
N -0.56370 -1.48797 1.10984 0.5 0.0 -0.8 0.0232
C -2.11382 1.28795 -4.04397 0.0 -0.3 0.1 -0.0189
H 2.19443 -1.75731 0.57754 0.0 0.1 0.0 0.0673
C -3.80334 -0.53067 -3.88098 0.2 0.0 0.1 -0.0365
H 1.06439 4.06920 3.32004 0.1 0.3 0.2 0.1503
H 1.85045 -3.52880 2.09649 0.1 0.1 0.0 0.0782
H -1.16146 -1.21668 -4.52124 0.0 0.0 -0.1 0.0984
H 1.81777 0.42089 -4.33002 -0.1 0.0 0.1 0.1316
C -0.50960 2.62864 2.80753 -2.1 -1.6 -0.6 -0.1678
H -3.63926 -0.87089 -4.90089 0.0 0.0 -0.1 0.0981
H -1.84879 2.19269 4.41356 0.0 -0.1 0.0 0.1010
H -0.43959 -6.03636 0.56334 0.1 -0.1 -0.1 0.0962
N -1.35706 -0.74667 1.91375 -0.1 0.6 0.8 0.0233
C 2.01159 0.05149 -3.31742 0.3 -0.2 -0.3 -0.2361
C 4.13134 -0.60058 -1.88535 -0.1 -0.1 0.0 -0.1623
H -2.55329 1.02287 2.42532 -0.2 0.2 0.3 0.1056
H -1.39755 -5.33393 1.85129 -0.1 0.0 0.1 0.0781
H -3.79992 -0.75717 3.44676 -0.1 0.0 0.1 0.0890
C 0.71580 3.26349 2.70892 0.6 0.7 0.4 0.1783
H 1.66558 -3.45485 -0.41331 0.2 0.0 -0.1 0.0441
H 1.69646 -5.21221 1.57203 0.1 -0.1 0.0 0.0963
C 3.26614 -1.63198 -1.16890 0.4 -0.3 -0.3 -0.2308
C 0.62672 -3.75613 -0.46275 -0.1 0.0 0.2 -0.0397
C -3.85019 0.89769 -1.33685 0.5 -0.1 0.5 0.0584
C 2.68664 4.43456 0.68745 -0.2 -0.2 0.0 -0.0107
H 3.77607 1.21448 -2.98699 0.0 0.2 -0.2 0.1120
H 3.68146 4.83762 0.51237 0.1 0.0 0.0 0.1044
H -4.76927 1.06865 -1.85537 -0.2 0.0 -0.1 0.1216
Au 0.32562 -0.23926 -0.50034 0.1 -1.0 -1.0 1.0731
H -2.94126 1.99251 -3.98219 0.0 0.1 0.0 0.0964
C 3.47369 2.08514 0.29033 -0.3 0.2 0.2 -0.0493
H -1.24177 1.77573 -3.60879 0.1 0.1 0.0 0.0641
H 0.05878 -3.01138 -1.01689 -0.1 0.0 -0.2 0.0597
H -1.75702 -4.92612 0.17636 -0.1 0.0 -0.1 0.0991
H 1.68845 -0.98802 -3.29202 0.0 0.0 -0.1 0.0992
N -2.33240 0.80422 0.25327 -0.2 0.7 0.5 0.0259
H 3.71938 2.13703 3.05625 0.1 -0.1 0.1 0.0997
N -0.52875 1.65461 1.87602 -0.9 2.2 2.7 0.0944
C -3.60565 1.15325 0.00086 -0.3 0.0 -1.1 -0.2449
H -4.84760 0.95773 1.70949 -0.1 0.0 0.1 0.0899
N 0.65767 1.60449 1.22202 3.0 1.4 -0.5 0.1454
```
Forces are in eV/Å.

# 2
Density functional theory data (the ωB97M-V functional and the def2-TZVPD basis) for 5 unconnected molecules or ions with the total composition C28H52BrNO18P3 at a distorted geometry.

Values from the calculation:
* LUMO: -4.8 eV
* HOMO-LUMO gap: 6.91 eV
* HOMO: -11.73 eV
* maximum force: 3.04 eV/A
* total charge: +1

Structure (XYZ):
```
103
Properties=species:S:1:pos:R:3:forces:R:3:lowdin_charge:R:1
H -5.71841 -6.55766 2.21543 -0.1 0.1 -0.1 0.1285
C 2.60327 -4.36491 -2.29959 0.9 -1.7 0.6 -0.0876
H -2.23296 -3.98243 1.86286 0.0 0.1 -0.2 0.0719
O 0.42286 8.14477 -4.74073 0.0 0.0 0.0 0.1266
O -0.85668 8.11634 -2.87510 0.1 0.1 0.1 0.0356
H 2.65974 -1.85871 -3.50965 0.3 0.1 -0.3 0.0589
H -1.55891 0.27927 3.03991 -0.2 0.2 0.1 0.0956
C -2.00637 8.48425 -3.65199 -0.4 0.0 -0.3 -0.2087
H 1.03481 -4.34745 3.69834 -0.2 -0.3 0.6 0.0616
C 1.19107 -3.51101 1.06040 0.6 0.9 0.4 -0.1438
C 3.78334 4.89559 0.46179 -0.2 0.0 0.0 -0.6093
H 0.03042 -1.63057 4.45888 -0.1 -0.2 -0.1 0.0843
C -2.53903 7.31436 -4.45292 0.2 -0.2 -0.1 -0.0678
H -1.12458 1.43699 0.86688 0.1 0.0 0.1 0.0821
C 4.68706 -1.25474 2.44792 -0.2 -0.1 0.1 -0.2581
C 1.16238 6.15896 1.31740 0.1 -0.1 -0.3 -0.0571
H -2.74274 6.46481 -3.79835 -0.1 0.1 0.0 0.0799
H 1.53900 6.64217 0.41630 0.0 0.1 0.1 0.0708
N 3.19043 -2.52712 -0.64075 -1.3 0.1 0.0 -0.0549
H 3.61354 -4.27647 -2.71363 -0.5 0.5 -0.1 0.0809
H -10.03798 -4.85831 1.15987 0.1 0.0 -0.1 0.0976
C 4.90859 -2.76854 2.66841 0.6 0.6 0.6 -0.1003
H 0.80109 -4.90104 -0.49265 0.2 0.2 0.0 0.1197
C 2.01395 -2.42773 1.46171 -1.9 -0.2 -0.6 -0.2869
H 4.18585 -0.76737 3.29544 0.0 -0.4 -0.2 0.0489
H 0.47109 5.37712 0.99698 -0.1 0.0 0.1 0.0810
H -5.21255 -5.24066 0.12050 0.0 -0.1 0.0 0.0805
O -3.31963 0.96526 2.31258 0.0 0.0 0.1 0.0444
H 4.87774 -0.85566 0.43284 -0.6 -0.1 -0.2 0.0802
H -10.28790 -3.17221 1.63427 0.2 0.0 0.1 0.0939
H -1.77389 9.33696 -4.29052 0.2 -0.1 0.0 0.1258
H 2.83285 8.16729 -3.92366 -0.1 0.0 -0.1 0.0985
O -0.51087 -5.59663 1.21661 0.5 -0.2 -0.3 -0.2575
C -6.44950 1.46373 0.89326 -0.3 0.1 -0.1 -0.0323
O 3.92630 -6.35224 -1.67528 -1.1 2.4 0.0 -0.0729
O -7.62944 -5.62133 0.84442 0.0 0.0 0.0 0.1274
H 4.04790 -2.84111 -4.06491 0.0 0.2 0.3 0.0418
H 1.80244 -6.37418 -1.46152 0.5 -0.1 -0.2 0.1444
H 3.00431 6.32824 2.45088 0.1 -0.1 -0.2 0.1270
H 1.88088 5.11553 3.04354 0.2 -0.2 -0.1 0.1199
H 3.67608 0.14535 -1.22203 0.1 0.5 -0.3 0.0657
H 4.00828 -3.32843 2.94307 0.2 0.0 -0.4 0.0442
H -1.81518 6.98117 -5.19605 0.0 0.1 0.0 0.0730
C -1.41498 0.38525 0.90676 -0.2 0.1 -0.3 -0.0777
O -8.42074 -3.87653 2.04081 0.0 0.0 0.0 0.0081
C 3.03198 -1.98910 0.59759 0.1 1.1 1.0 -0.2229
C -9.57852 -3.87277 1.20166 -0.3 0.1 -0.1 -0.0362
O -5.30790 1.58861 1.74596 0.1 -0.1 0.0 0.0135
Br 1.69416 0.59011 2.89624 -0.3 -0.4 -0.3 0.4462
O -6.45076 -4.63262 2.50392 0.0 0.0 0.2 0.0380
C -4.59304 -5.14884 1.01122 0.0 0.1 -0.1 -0.0622
H 3.54944 0.09695 1.05657 0.0 -0.3 0.2 0.0647
H 3.24485 -5.89406 -3.80075 1.1 0.1 0.4 0.0672
O 2.96167 4.50817 1.43458 0.1 -0.2 0.1 0.0231
C -2.19335 0.09496 2.17358 0.3 -0.3 -0.1 -0.2247
H 4.51655 4.45504 -2.06735 0.0 0.1 0.1 0.0942
H -3.71918 -5.79295 0.88656 0.0 0.0 0.0 0.0799
H -9.31334 -3.53387 0.20071 0.0 -0.1 0.0 0.0991
H 4.45863 -6.87186 -3.40191 -0.5 -2.1 -0.4 0.1371
H 5.69325 -0.80892 2.44907 -0.4 0.1 -0.3 0.1205
H -2.01401 0.18641 0.01821 0.0 -0.1 0.1 0.0778
H 5.57594 3.13147 -1.55338 -0.1 -0.1 0.2 0.0868
H 4.15399 -1.08896 -4.12833 0.0 0.0 0.6 0.0618
H -4.70832 -5.45145 3.13067 -0.2 0.1 0.1 0.1205
H -7.19371 2.17290 1.24535 0.2 0.1 0.1 0.0957
H 3.21528 7.15554 -2.52327 -0.2 0.0 0.2 0.0826
H 5.46001 -3.20046 1.82037 -0.4 -0.1 0.1 0.0890
O 4.45630 -0.19354 -1.68829 -1.1 -1.1 0.6 -0.2933
O 4.29741 3.79729 -0.11228 0.0 -0.1 0.0 -0.0120
C 5.12334 4.07195 -1.24703 0.2 0.0 -0.2 -0.0379
C 2.42998 -3.59050 -1.00482 -0.6 -0.7 -0.9 -0.1836
P 1.67914 -1.66274 3.12706 1.5 0.6 1.6 0.6577
O 0.20423 -4.79699 3.46518 0.8 1.4 -1.0 -0.0919
C 0.27945 7.97950 -3.55801 -0.1 -0.1 0.0 -0.6101
H -0.51625 -0.23300 0.85851 0.0 0.0 0.1 0.0391
C 3.98926 -0.90572 1.07899 1.5 -0.6 0.0 -0.2037
C 1.43726 -4.07172 -0.18579 -0.4 -0.1 0.7 0.0097
P -0.17002 -4.37605 1.95609 -2.1 -1.7 -0.4 0.4812
C -7.51486 -4.79654 1.71250 0.0 0.1 -0.1 -0.6079
H -6.17936 1.71534 -0.13174 0.0 -0.1 0.0 0.0997
C -5.36148 -5.52854 2.26151 0.4 -0.2 -0.1 -0.2063
C 2.28852 5.56703 2.13988 -0.4 0.4 0.2 -0.2020
H 5.91359 4.77731 -0.99801 -0.1 0.1 0.0 0.1003
C 3.39961 -6.79305 -3.10344 -0.5 2.2 -0.3 0.0133
O -4.42365 -0.22923 0.73827 0.0 0.0 0.0 0.1208
H -4.26517 -4.10536 1.06476 0.0 0.0 0.1 0.0729
O 4.01352 6.02782 0.13557 0.1 0.0 -0.1 0.1325
C 3.75999 -1.92605 -3.53646 -1.0 -0.3 0.3 -0.2349
C 2.49293 7.32909 -3.31850 0.4 -0.1 0.0 -0.0396
O 1.23593 7.60868 -2.70137 0.0 0.0 0.0 0.0004
C 2.66772 -5.91233 -1.95529 0.6 -1.6 0.2 -0.2881
C -4.36049 0.68156 1.52376 0.0 0.1 0.0 -0.6064
H 2.41760 6.42704 -3.92674 0.0 0.1 -0.1 0.0968
H -2.51110 -0.94719 2.22000 -0.1 0.1 -0.1 0.1088
O 0.11788 -1.92247 3.53631 0.4 0.1 -1.1 -0.3675
H -2.76070 8.81014 -2.93737 0.2 0.0 0.2 0.1223
H 1.80603 -4.23533 -3.03846 0.2 0.4 0.2 0.1496
H -3.45718 7.59192 -4.97096 0.0 0.0 0.1 0.0815
H 0.61457 6.90088 1.89806 0.0 0.0 0.0 0.0859
O -1.44564 -3.41083 1.87604 0.9 0.2 0.7 -0.1175
P 4.43621 -1.85575 -1.80669 2.7 0.6 -1.3 1.0101
H -6.86864 0.46051 0.94098 0.1 0.0 -0.1 0.0957
H 5.58754 -2.85783 3.53176 -0.2 -0.1 -0.3 0.0888
```
Forces are in eV/Å.

# 3
Density functional theory data (the ωB97M-V functional and the def2-TZVPD basis) for a molecular structure, C28H52Cl2N3O4PbSi2 at a distorted geometry.

Values from the calculation:
* LUMO: 2.5 eV
* HOMO-LUMO gap: 6.08 eV
* relative energy (zero: lowest compared OMol25 entry of this formula, charge and spin): 0.000 eV
* HOMO: -3.54 eV
* maximum force: 2.24 eV/A
* total charge: -1

Structure (XYZ):
```
92
Properties=species:S:1:pos:R:3:forces:R:3:lowdin_charge:R:1
H 2.49977 5.48395 -0.93822 0.0 0.1 0.2 0.0267
C 5.25194 -0.42028 2.06136 -0.2 -0.1 0.2 -0.0573
N 3.90323 -0.03903 2.44270 0.2 -0.1 0.0 -0.1851
O 1.66984 -0.52726 2.38695 2.0 -0.5 -0.6 -0.1084
H 2.42365 -5.68830 3.94622 -0.1 -0.1 -0.1 0.0294
C -2.69294 0.80808 -2.97883 0.2 -0.7 -0.1 -0.1814
H 0.86782 -5.59316 3.08018 0.2 -0.1 0.0 0.0344
Si 3.00436 4.16635 1.09082 -0.6 -1.0 0.2 0.3811
N -0.99077 4.18223 -1.03296 0.0 0.3 -0.1 -0.1712
H -1.35147 -3.13739 -3.58763 -0.2 0.2 0.2 0.0867
C -2.06954 -0.52606 -2.52558 0.2 0.0 0.0 -0.4632
H -0.84387 5.80124 0.27027 -0.1 -0.1 0.0 0.0702
H 5.45516 4.70226 1.19021 0.0 -0.1 0.0 0.0225
H 4.46552 1.74650 3.36174 -0.2 -0.2 0.0 0.0689
C 2.83258 -0.71316 1.97393 -1.7 0.7 0.6 -0.3500
H 3.58425 -8.86179 2.62790 0.0 0.2 -0.1 0.0239
H -4.14689 4.19338 -4.16762 0.1 -0.1 0.1 0.0889
C -3.00599 -2.46749 1.19556 -0.1 -0.1 -0.2 -0.0470
H 1.36283 -7.11647 3.86133 0.1 0.2 -0.1 0.0250
C -5.06541 -2.90745 -3.26563 -0.4 -0.1 -0.2 -0.1153
H -0.13483 5.79330 -2.07065 -0.1 -0.2 0.0 0.0779
H 3.06449 -1.41171 1.14370 -0.1 0.1 0.3 0.1286
H -5.90792 -2.88082 -2.56209 0.0 -0.1 -0.1 0.0638
C -4.75472 -0.74528 0.97110 0.3 0.0 0.0 -0.0563
H 5.70059 -1.06391 2.84035 0.0 0.2 -0.3 0.0877
H -4.65318 -0.75652 -3.18421 0.1 0.0 0.2 0.0986
Pb 0.28203 -0.30947 0.03768 -1.6 -0.5 -0.4 1.1809
C 1.73772 1.58193 0.04815 1.5 1.6 -0.2 -0.3078
H 3.90180 -4.79072 1.13532 -0.1 -0.1 -0.1 0.0258
H -1.69417 0.69846 -4.85377 -0.2 0.2 0.0 0.1125
H -2.65836 2.87107 -5.68063 -0.1 0.0 0.3 0.0923
C -0.81568 4.94987 -2.25255 0.0 -0.2 0.1 -0.0580
O -1.30937 -0.30342 1.88991 -1.5 0.4 0.3 -0.1628
C 3.76273 0.91892 3.52635 0.0 -0.2 0.0 -0.0485
C 3.11493 -5.36728 0.62883 0.1 -0.1 0.1 -0.2316
Cl 1.09653 -7.77138 0.63359 -0.3 -0.4 -0.2 0.2988
C 1.72515 -6.24136 3.30458 0.0 0.0 0.0 -0.2204
H 3.23071 5.40008 3.19743 -0.1 -0.1 0.1 0.0252
H 3.15300 6.52834 0.34182 -0.1 -0.1 0.0 0.0241
C 4.84065 3.82843 0.94785 0.3 0.2 -0.3 -0.1935
C -2.89425 2.51252 -4.67712 -0.1 0.1 0.1 -0.1032
H 1.59020 4.71403 3.08474 0.2 -0.1 0.0 0.0281
C -4.17415 -1.72731 -3.06742 0.4 -0.3 -0.1 -0.1335
H 5.05280 3.53018 -0.08616 0.1 0.0 0.2 0.0309
H -4.95373 -0.86585 -0.10399 0.1 0.0 0.2 0.0848
C -3.72170 3.25134 -3.82140 0.1 0.0 -0.2 -0.1282
H -3.69999 1.16713 -1.12100 0.1 0.0 -0.2 0.1052
H -0.39782 4.30894 -3.03840 -0.1 0.1 0.2 0.0913
C 2.65490 4.50839 2.90715 0.0 0.1 0.1 -0.1935
H -1.45469 -3.08037 -1.82201 -0.2 0.0 -0.3 0.0086
C -1.45637 4.90426 0.13630 0.0 -0.1 -0.2 -0.0428
C 3.94283 -8.00280 2.04521 0.0 -0.1 0.0 -0.2289
H 2.29054 -4.68189 0.37109 0.2 -0.2 0.1 -0.0544
H -5.48716 -2.88536 -4.27834 -0.1 -0.1 0.1 0.0662
H -4.94157 0.29185 1.26710 -0.1 -0.2 -0.1 0.0829
H 4.75866 -7.52964 2.60887 -0.2 0.0 -0.1 0.0271
H 4.00986 0.43219 4.48238 -0.1 0.2 -0.1 0.0927
H -1.37313 4.25118 1.00802 0.0 0.1 -0.2 0.0901
H 2.73287 1.29188 3.55902 0.3 -0.2 -0.1 0.0892
H -0.42357 2.38388 -1.89777 -0.3 0.3 0.3 0.1462
C -2.36618 1.30106 -4.23967 -0.3 0.1 0.2 -0.0467
H 1.45500 6.02117 0.39829 0.2 -0.2 0.0 0.0095
C 2.47085 5.69123 0.13960 0.2 0.2 -0.3 -0.1935
C -2.05999 -3.06042 -2.74490 0.1 -0.3 0.2 -0.0575
H -3.15758 -2.81850 0.16687 0.2 0.1 0.1 0.0891
N -3.37521 -1.06525 1.28840 -0.2 0.4 0.4 -0.1742
C -2.51769 -0.10153 1.65030 0.9 -0.6 -0.3 -0.3161
C -0.84443 2.84473 -0.97810 0.1 -1.2 1.5 -0.3331
H -3.67726 -3.03927 1.84825 0.1 0.0 0.0 0.0839
Si 2.54828 -6.78320 1.71132 0.2 0.6 0.1 0.0737
C -2.86175 -1.79684 -2.82314 -0.7 0.7 -0.3 -0.2369
C 2.16879 2.65287 0.48083 0.3 0.5 0.2 -0.2581
H -1.78007 5.34922 -2.60263 0.2 -0.1 0.0 0.0802
O -1.80467 -0.49041 -1.19493 0.2 0.0 0.5 -0.3830
H 2.96166 3.67699 3.55653 -0.1 0.2 -0.2 0.0054
H -4.53866 -3.85686 -3.14034 -0.2 0.2 0.0 0.0510
H 4.36029 -8.38555 1.10452 -0.1 0.1 0.2 0.0250
H -1.96405 -2.63033 1.48161 -0.2 0.2 -0.1 0.0301
H -1.16856 -0.65929 -3.16751 0.3 0.3 0.0 0.1288
Cl 0.29571 -2.97701 0.12865 0.4 -1.4 0.1 -0.1820
H -4.62448 3.36049 -1.85113 0.1 0.0 -0.2 0.0969
C -3.50276 1.54997 -2.11908 0.0 0.2 -0.3 -0.0441
H -5.41512 -1.41859 1.53010 0.0 0.2 0.0 0.0826
H 3.53158 -5.78059 -0.30100 -0.1 0.1 0.2 0.0289
H -2.50090 5.21316 0.00341 0.1 0.0 0.1 0.0868
H 5.14889 3.00248 1.60092 -0.2 0.1 -0.1 0.0026
C -4.00557 2.78140 -2.53757 0.0 -0.2 0.0 -0.0953
O -1.09069 2.17228 0.03941 0.1 1.1 -1.5 -0.0976
H 5.20689 -0.97967 1.11997 0.1 0.2 0.2 0.0880
H -2.69531 -3.95505 -2.77824 0.3 0.2 0.1 0.0576
H 5.87700 0.47982 1.93898 -0.2 -0.3 -0.1 0.0820
H -2.96474 0.91228 1.69860 0.2 -0.3 0.0 0.1410
```
Forces are in eV/Å.